17
Properties=species:S:1:pos:R:3:forces:R:3:lowdin_charge:R:1 method="wB97M-V/def2-TZVPD" gap_ev=8.36 de_lowest_kj_mol=371.99 e_tot_ev=-6849.6731 homo_ha=-0.2690
C -2.450 0.724 1.345 0.0 0.0 0.0 -0.057
C -0.644 -0.843 -1.372 0.0 0.0 0.1 0.029
N 0.111 -0.666 -0.338 -0.1 0.0 -0.1 -0.188
C 0.697 -0.998 0.814 0.0 -0.2 -0.1 -0.047
C 1.157 0.237 0.134 0.1 0.3 -0.1 -0.291
C 2.388 0.346 -0.740 0.0 0.0 0.0 -0.062
H -3.108 0.087 0.747 0.1 0.1 0.1 0.016
H -2.965 1.027 2.261 0.1 0.0 -0.1 0.015
H -2.187 1.613 0.765 -0.1 -0.1 0.1 0.017
H -1.166 -1.784 -1.495 0.1 0.1 0.0 0.070
H -0.763 -0.028 -2.075 0.0 -0.1 0.1 0.071
H -1.543 0.167 1.599 -0.2 0.1 0.0 -0.009
H 1.185 -1.945 1.011 -0.1 0.1 0.0 0.086
H 0.789 1.189 0.528 0.0 -0.1 0.0 0.122
H 3.243 0.646 -0.125 -0.1 0.0 -0.1 0.075
H 2.266 1.094 -1.531 0.0 -0.1 0.1 0.072
H 2.623 -0.620 -1.199 0.0 0.1 0.1 0.080